The following is a quantum chemistry calculation of one molecule with the formula C3H7ClO in a non-equilibrium geometry, from the OMol25 dataset.

Structure (XYZ):
```
12
Properties=species:S:1:pos:R:3:forces:R:3
C 0.62399 -1.24689 0.30765 -3.1 1.9 -0.7
C 0.16691 0.36926 0.15476 3.1 -2.6 2.2
C -1.21556 0.67777 -0.25009 1.9 -0.7 -2.2
H 0.25126 -1.49844 1.31081 0.2 -0.4 -0.4
H 0.09963 -1.87687 -0.48327 0.4 0.9 1.0
H 1.65295 -1.48626 0.21176 1.1 0.4 0.1
H 0.37398 0.89962 1.13028 0.1 -0.8 -0.6
H 1.76915 1.15102 -0.56767 1.1 0.1 0.2
H -1.01874 1.72785 -0.15939 -2.0 1.0 -0.3
H -1.05681 0.33526 -1.29633 -1.4 0.6 0.2
O 0.88356 1.04733 -0.86852 -0.5 -0.3 -0.2
Cl -2.53032 -0.09966 0.51001 -0.7 -0.1 0.7
```
Forces are in eV/Å.

The LUMO energy is 0.84 eV. As for the HOMO energy: -10.4217 eV. Its HOMO-LUMO gap is 11.26 eV. The calculation puts the relative energy (zero: lowest compared OMol25 entry of this formula, charge and spin) at 0.8367 eV. The SMILES is C[C@@H](O)CCl.



The following is a quantum chemistry calculation of C14H28Br3N2O4P as an isolated structure in a non-equilibrium geometry, from the OMol25 dataset.

Structure (XYZ):
```
52
Properties=species:S:1:pos:R:3:forces:R:3
C -3.49634 2.92818 0.28313 -0.2 -0.1 0.6
O -2.70812 3.81176 -0.55815 0.5 -1.7 0.6
C -1.49182 3.07590 -0.92462 1.1 1.5 -0.4
C -0.26374 4.13971 -0.96441 -0.9 0.1 -1.1
C 1.04427 3.56127 -1.69223 0.2 1.0 0.3
C 2.16648 2.99201 -0.70357 -0.1 -0.9 -0.9
C 1.66194 1.83613 0.28983 0.7 0.8 0.3
C 2.99552 1.05266 0.82329 -1.9 -0.5 -0.4
C 2.78753 -0.51118 0.39363 1.2 1.7 1.1
C 1.86081 -1.15995 1.52751 1.5 -0.8 -0.3
C 0.89089 -2.34860 1.04440 0.1 1.6 0.1
N -0.48071 -1.79701 1.41205 -0.8 -1.0 -2.0
C -1.02296 -1.07661 0.21738 -1.7 2.1 -0.9
O -2.02886 -0.31531 0.18532 3.9 -3.2 0.6
C -0.18421 -1.41986 -1.14156 0.3 -0.6 1.1
N -1.14639 -1.89644 -2.17528 0.3 0.7 0.2
C 0.67821 -2.64466 -0.51426 -1.7 -1.1 -0.7
P 2.06887 -3.40597 -1.54626 1.5 -0.3 -0.7
O 1.61160 -3.26066 -3.21225 -0.8 -1.4 1.9
O 1.95377 -5.11163 -1.21801 -1.7 2.5 0.0
H -4.55557 3.33080 0.46548 1.6 -0.4 -0.7
H -3.53750 1.89537 -0.21818 -0.1 1.4 1.0
H -2.99574 2.88733 1.32420 -0.7 -0.3 -1.5
H -1.24666 2.24107 -0.18754 -0.6 0.9 -1.1
H -1.64048 2.70922 -2.00154 0.3 0.1 1.6
H -0.65073 4.99768 -1.63562 0.5 -1.3 1.1
H -0.06824 4.60670 0.05632 -0.1 -0.9 -1.2
H 1.52356 4.44544 -2.26302 -0.7 -1.4 0.8
H 0.72485 2.81311 -2.50429 0.6 0.8 1.3
H 2.72376 3.82714 -0.13509 -1.1 -1.2 -0.7
H 2.97646 2.50542 -1.37265 -1.2 0.8 1.0
H 0.94175 1.10101 -0.22978 1.1 1.2 0.6
H 1.07589 2.31107 1.16426 0.9 -0.8 -1.3
H 3.91519 1.52023 0.33592 -1.2 -0.7 0.9
H 2.97529 1.14178 1.96208 0.6 -0.2 -1.5
H 3.85571 -0.94812 0.37612 -1.9 0.2 -0.2
H 2.33367 -0.47781 -0.64845 0.7 -0.4 1.4
H 1.28850 -0.34973 2.10075 0.5 -1.3 -1.1
H 2.58053 -1.62518 2.30388 -1.1 0.8 -1.1
H 1.18305 -3.27856 1.65631 -1.0 1.3 -1.1
H -1.06672 -2.65513 1.39939 -0.2 0.8 0.7
H 0.41744 -0.54254 -1.57926 -0.6 -1.2 1.2
H -0.62714 -1.99537 -3.06202 -0.4 0.1 0.6
H -1.85947 -1.15318 -2.31089 0.6 -0.7 0.1
H -0.13613 -3.47484 -0.50775 1.0 1.1 0.0
H 1.13882 -4.09465 -3.46315 0.4 1.0 0.1
H 1.04946 -5.22992 -0.84140 0.8 -0.4 -0.3
C -3.86623 -2.98913 3.77891 -0.1 0.3 0.1
Br -2.49084 -4.32504 3.47656 -0.2 0.2 0.0
Br -3.26395 -1.21330 3.28884 -0.2 -0.5 0.1
Br -5.52906 -3.45561 2.89695 0.4 0.1 0.1
H -4.06622 -2.97494 4.84874 0.1 -0.1 -0.3
```
Forces are in eV/Å.

The LUMO energy is -0.20 eV. As for the HOMO energy: -9.0301 eV. Its HOMO-LUMO gap is 8.83 eV.



The following is a quantum chemistry calculation of a 8-piece molecular cluster, C27H76N5O11 overall in a non-equilibrium geometry, from the OMol25 dataset.

Structure (XYZ):
```
119
Properties=species:S:1:pos:R:3:forces:R:3
N 0.72781 -0.61445 -0.24766 1.1 2.6 -0.2
H 1.62581 -0.53945 -0.62766 2.2 -0.1 -1.2
H 0.29281 -1.29145 -0.74966 -2.2 -2.5 -2.2
H 0.38681 0.33355 -0.36066 -0.9 -0.1 0.8
H 0.93781 -0.95845 0.63434 -0.2 -0.1 2.7
C -1.03019 0.25855 -3.65766 -4.9 2.2 -1.1
O -1.40119 0.17555 -2.25366 -3.1 -0.5 -0.8
H -0.15519 -0.18445 -3.84966 3.7 -1.4 0.0
H -1.08919 1.32255 -4.06966 0.5 -1.1 0.9
H -1.71819 -0.27845 -4.39366 0.3 0.3 1.4
H -2.45419 0.07955 -2.19866 3.6 0.4 -0.3
C 1.85281 -2.62545 -3.78966 -1.5 -1.0 3.0
O 2.07481 -1.61045 -2.71366 0.4 1.1 -2.3
H 2.34881 -2.33545 -4.66566 0.8 0.3 -1.3
H 0.71381 -2.85645 -4.06766 2.3 0.8 1.0
H 2.31681 -3.55145 -3.32066 -0.7 0.8 -1.1
H 2.73981 -0.87845 -3.13266 -1.4 -2.3 0.8
C -0.72019 -4.39445 0.00134 -2.1 4.0 -1.0
O 0.44981 -3.64245 -0.52766 -5.2 2.5 1.3
H -0.53819 -5.32545 0.29234 1.9 -4.2 0.7
H -1.50319 -4.52745 -0.82466 0.9 0.8 1.3
H -1.12219 -4.03145 1.00934 0.3 0.6 -1.8
H 1.04281 -4.29545 -0.54366 4.2 -3.5 -0.4
C 1.75981 1.90555 -7.38466 3.3 -4.9 2.3
O 1.94481 2.06155 -5.92466 -1.3 4.3 -3.2
C 2.63981 1.05455 -5.41466 0.4 -2.5 0.7
C 3.22981 1.34555 -4.00766 1.6 2.4 -2.4
N 3.96281 0.13355 -3.58066 0.2 3.0 -1.1
C 4.46381 0.45255 -2.27566 -1.4 -4.5 2.8
C 5.32281 -0.82645 -1.76266 -2.7 -1.6 1.5
O 5.82281 -0.45745 -0.47766 0.2 1.2 -1.6
C 6.63781 -1.41045 0.13534 -1.0 -2.0 -0.6
H 1.11581 1.02755 -7.47166 0.1 -0.3 -0.2
H 2.74781 1.65355 -7.98666 -1.6 0.7 1.6
H 1.26581 2.60555 -7.87166 -2.0 4.1 -1.4
H 3.31581 0.71355 -6.25266 0.3 -0.2 1.5
H 1.86881 0.28755 -5.23966 0.5 -1.0 0.0
H 2.44081 1.54855 -3.28966 -0.1 0.2 -0.1
H 3.98781 2.40655 -4.12966 -2.1 -3.1 0.7
H 4.69881 0.17655 -4.26566 0.7 -1.0 -0.2
H 3.38781 0.52655 -1.71066 3.1 0.0 -0.3
H 5.13781 1.23255 -2.01466 0.1 1.5 -0.7
H 6.12481 -1.24545 -2.42966 -0.5 1.0 0.2
H 4.59081 -1.78145 -1.58166 1.4 2.1 -0.6
H 5.84081 -2.09945 0.60734 1.6 -0.5 -1.1
H 6.97481 -0.95145 1.06034 1.2 0.2 -0.4
H 7.42681 -1.90945 -0.69166 -1.9 1.2 2.8
C -1.19519 2.80655 -0.15066 -2.8 3.2 0.4
O -1.81219 2.22055 1.01934 -1.7 0.2 -7.0
C -3.16019 1.87655 0.81734 -2.8 5.9 -3.4
C -3.95819 1.40755 2.00134 -0.2 2.2 3.9
N -5.36119 1.19555 1.70534 1.6 2.2 -0.1
C -6.26319 1.25855 2.87834 1.4 2.9 -0.3
C -7.65819 1.08455 2.39834 -1.0 -1.4 0.3
O -8.50919 0.90555 3.50634 -2.4 -1.0 -0.3
C -9.75719 0.23655 3.03034 1.2 2.5 -3.1
H -2.03619 3.66255 -0.35566 2.3 -1.7 -0.6
H -1.05519 2.14355 -0.99366 -0.3 -0.4 -0.1
H -0.24119 3.33655 0.09634 -0.9 -0.7 0.2
H -3.26919 1.29155 -0.11366 -0.2 -0.2 0.5
H -3.65719 2.98555 0.55134 0.7 -2.8 0.3
H -3.87519 2.17655 2.94934 0.0 -1.6 -2.5
H -3.44419 0.53355 2.35134 -0.9 -0.7 1.1
H -5.24419 0.44055 1.06934 -1.9 -1.3 -0.1
H -6.23619 2.39955 3.40134 0.4 -2.9 -1.6
H -5.85919 0.60055 3.60834 -0.5 -0.9 1.0
H -7.81119 0.10855 1.85534 0.7 1.2 -0.5
H -7.93619 2.00255 1.85734 -0.1 -0.6 -0.4
H -10.42319 1.00655 2.32334 1.9 -2.0 1.5
H -10.38019 0.01355 3.81734 -1.0 -0.4 2.1
H -9.50119 -0.71845 2.47734 -0.3 1.2 0.4
C 2.45281 -4.90745 2.63934 -1.8 1.0 -2.6
O 2.20781 -3.50145 2.98134 0.3 -1.5 -1.0
C 2.78381 -2.65045 1.99234 3.7 -1.0 1.7
C 2.62581 -1.21445 2.48434 3.4 -1.9 -0.4
N 3.08781 -0.21945 1.54634 -1.6 -0.1 0.6
C 3.10081 1.10655 2.14334 0.6 2.7 -3.3
C 3.40281 2.11855 0.96134 1.0 -0.3 -0.4
O 2.22181 2.12555 0.17134 -0.2 0.7 -1.8
C 2.38981 3.04755 -0.91566 3.0 0.6 1.0
H 1.88581 -5.53445 3.36934 0.4 0.5 -1.1
H 3.47781 -5.14245 2.60034 1.6 -0.1 0.8
H 2.26981 -5.11645 1.38334 -0.5 0.5 3.4
H 2.41881 -2.91145 1.04234 -1.1 0.2 -1.5
H 3.91081 -2.92845 1.90734 -1.3 0.5 0.1
H 3.13981 -1.14945 3.43834 0.4 0.0 0.3
H 1.67681 -1.34845 2.76534 -4.5 1.4 0.7
H 4.05881 -0.44645 1.40934 0.4 0.0 -0.5
H 3.84581 1.22355 2.88734 0.7 0.1 1.1
H 2.21981 1.71355 2.38734 -0.8 -1.7 0.9
H 4.27081 1.89455 0.22034 -1.0 0.2 1.7
H 3.45581 3.14455 1.37334 0.7 -0.4 0.0
H 2.55981 4.08855 -0.64766 0.1 0.2 1.2
H 1.57481 3.16755 -1.50566 -2.9 -0.6 -1.7
H 3.27481 2.91955 -1.59666 -0.6 -0.8 0.7
C -4.14819 -3.27245 0.39834 -1.1 -4.3 -1.1
O -3.29119 -2.90545 1.39934 1.4 1.7 0.6
C -2.78819 -1.59045 1.12434 -1.3 1.9 -0.1
C -1.77919 -1.07445 2.24134 -5.0 0.1 0.7
N -1.38019 0.27555 1.97634 -1.1 -2.3 -0.8
C -0.74619 0.85355 3.12034 1.0 2.5 -0.2
C -0.72519 2.42655 2.72434 -0.3 -0.8 7.8
O -0.06919 3.11855 3.82434 0.2 0.6 -1.6
C 0.17481 4.46955 3.47234 0.6 2.2 1.8
H -3.60519 -3.29545 -0.61766 -1.0 -0.1 1.3
H -5.03419 -2.67945 0.37834 -0.6 1.0 -0.3
H -4.65419 -4.40745 0.65534 1.9 3.0 -0.8
H -3.73719 -0.83545 0.96634 2.0 -1.8 0.7
H -2.31019 -1.49045 0.09934 -0.1 -0.6 0.9
H -1.10419 -1.82745 2.31934 3.2 -1.8 -0.2
H -2.27119 -1.23745 3.30234 0.2 0.6 -1.6
H -2.28119 0.86455 1.63734 4.8 -4.0 2.3
H 0.31981 0.41955 3.40234 -1.9 1.0 -1.1
H -1.32219 0.68855 4.05734 0.0 0.4 -0.3
H -1.68019 2.86055 2.30434 -0.2 0.4 4.7
H -0.49419 2.72755 1.81934 5.0 0.8 -3.0
H 0.69381 4.98455 4.42634 -1.2 -1.2 -2.2
H -0.77119 5.08355 3.26734 0.9 -1.0 0.3
H 0.84781 4.70955 2.58034 -0.6 -1.0 0.9
```
Forces are in eV/Å.

The charge is +1. The LUMO energy is -1.88 eV. As for the HOMO energy: -10.5261 eV. Its HOMO-LUMO gap is 8.64 eV. The calculation puts the relative energy (zero: lowest compared OMol25 entry of this formula, charge and spin) at 1.2988 eV.



The following is a quantum chemistry calculation of a 2-piece molecular cluster, F3HN2O2S overall in a non-equilibrium geometry, from the OMol25 dataset.

Structure (XYZ):
```
9
Properties=species:S:1:pos:R:3:forces:R:3
N -0.08433 -1.01656 0.95151 0.0 0.5 1.1
N -3.42232 -0.58536 0.11281 0.0 1.0 -2.3
O -2.82854 1.75021 1.05675 0.7 -0.6 0.0
O -1.63058 1.08775 -0.97662 1.0 0.3 -2.3
F 0.82901 -0.08292 0.50128 -0.9 -1.1 -0.5
F -3.35359 -1.23610 1.22064 -0.2 -1.5 2.7
F -2.78495 -1.42570 -0.76927 0.0 -0.5 -0.5
S -2.06569 0.77152 0.31366 -1.5 1.1 2.5
H -0.59110 -1.46141 0.15951 1.0 0.6 -0.7
```
Forces are in eV/Å.

The LUMO energy (alpha / beta) is -1.49 / -3.36 eV. As for the HOMO energy (alpha / beta): -10.9316 / -11.3672 eV. Its HOMO-LUMO gap (alpha / beta) is 9.44 / 8.01 eV. The calculation puts the relative energy (zero: lowest compared OMol25 entry of this formula, charge and spin) at 2.7995 eV.